This record from the Open Molecules 2025 dataset describes 13 unconnected molecules or ions with the total composition C5H40N3O12. The level of theory is ωB97M-V with the def2-TZVPD basis set.

```
60
Properties=species:S:1:pos:R:3:nbo_charge:R:1
N 1.120 -0.032 -1.750 -0.747
C -0.070 -0.771 -1.190 -0.062
C -1.330 -0.104 -1.609 -0.658
C 0.104 -0.522 0.381 -0.250
N -1.076 -1.042 1.025 -0.694
C -0.952 -1.075 2.490 -0.212
C -0.051 0.209 3.107 -0.248
N -0.901 1.343 3.372 -0.921
H 1.491 -0.586 -2.583 0.471
H 1.786 -0.142 -0.932 0.469
H 0.896 0.917 -2.017 0.474
H -0.121 -1.915 -1.265 0.242
H -2.173 -0.839 -1.742 0.223
H -1.340 0.369 -2.648 0.236
H -1.509 0.730 -0.992 0.232
H 0.865 -1.148 0.842 0.246
H 0.333 0.581 0.400 0.164
H -1.947 -0.489 0.758 0.392
H -0.243 -2.047 2.764 0.163
H -1.786 -1.248 3.111 0.226
H 0.818 0.522 2.396 0.175
H 0.581 -0.061 4.024 0.209
H -0.995 1.599 4.385 0.389
H -1.850 1.245 2.926 0.402
H 0.563 -4.224 1.670 0.504
H 0.855 -4.751 0.209 0.504
O 1.089 -4.020 0.821 -0.971
H 3.531 -2.588 0.169 0.475
H 2.177 -2.784 0.771 0.506
O 2.738 -2.056 0.321 -1.007
H 3.751 1.644 -1.953 0.476
H 4.135 2.036 -3.237 0.478
O 3.837 1.273 -2.769 -0.951
H -3.720 -0.542 1.218 0.532
H -4.080 1.006 1.844 0.512
O -3.347 0.389 1.601 -1.042
H 3.731 2.553 0.467 0.484
H 2.184 2.566 0.483 0.505
O 2.933 2.265 0.013 -0.992
H 0.103 2.533 2.054 0.513
H 0.720 3.846 2.254 0.479
O 0.600 3.228 1.581 -0.999
H -1.716 2.647 -0.260 0.482
H -2.476 1.506 0.474 0.471
O -2.626 2.352 0.035 -0.967
H -4.070 -2.824 0.529 0.497
H -2.977 -2.072 -0.268 0.482
O -3.807 -1.935 0.251 -0.935
H -2.406 -5.235 -0.403 0.469
H -2.530 -3.795 -0.123 0.444
O -2.127 -4.631 0.214 -0.915
H 0.911 3.118 -3.340 0.484
H -0.087 2.261 -4.088 0.490
O 0.725 2.178 -3.423 -0.952
H 0.012 4.485 -1.642 0.469
H 0.179 4.261 -0.109 0.508
O -0.068 3.780 -0.974 -0.977
H 3.603 -1.874 -3.484 0.481
H 3.108 -0.746 -2.765 0.469
O 2.904 -1.344 -3.389 -0.925
```

The calculation puts the HOMO-LUMO gap at 8.91 eV. Its electronic energy is -1281.3209 hartree. The calculation puts the LUMO energy at -0.08378 hartree. The total charge is +1.

---

This record from the Open Molecules 2025 dataset describes a molecular structure, C25H40Cl4N3O3SiZn. The level of theory is ωB97M-V with the def2-TZVPD basis set.

```
77
Properties=species:S:1:pos:R:3:mulliken_charge:R:1
C -1.513 -1.704 -3.874 -1.220
C -0.259 -2.514 -4.058 0.544
H -1.553 -0.989 -4.707 0.382
H -1.563 -1.119 -2.945 0.040
H -2.404 -2.340 -3.913 0.281
C 0.392 -2.600 -5.228 -0.373
C -0.169 -2.222 -6.535 -1.524
H 1.378 -3.057 -5.276 0.317
H -0.534 -1.204 -6.579 0.337
H -0.987 -2.886 -6.804 0.282
H 0.599 -2.319 -7.283 0.405
Zn -1.525 -4.081 -0.569 -0.076
Cl -1.359 -3.584 1.524 -0.435
Cl -2.914 -5.492 -1.478 -0.533
C -0.018 -0.932 4.095 0.053
O -0.771 -0.106 3.552 -0.500
N 1.296 -0.719 4.414 0.181
C 1.959 0.539 4.111 -0.765
C 2.131 -1.833 4.815 -0.924
H -0.359 -1.963 4.385 0.261
H 1.255 1.382 4.249 0.266
H 2.358 0.539 3.077 0.128
H 2.808 0.644 4.806 0.405
H 1.522 -2.545 5.375 0.344
H 2.939 -1.452 5.438 0.305
H 2.565 -2.337 3.945 0.309
H -4.202 3.579 -1.149 0.283
H -1.631 2.748 -2.335 0.260
C -3.696 4.522 -1.404 -0.880
C -1.516 3.841 -2.338 -0.924
N -2.259 4.437 -1.250 0.209
H -4.069 5.287 -0.723 0.319
C -1.643 4.858 -0.105 0.154
O -0.449 4.672 0.145 -0.622
H -0.455 4.065 -2.207 0.286
H -2.356 5.405 0.561 0.243
H -3.949 4.764 -2.435 0.298
H -1.914 4.209 -3.290 0.367
O -0.374 -3.389 -1.782 0.246
C 0.273 -3.526 -2.966 0.291
C 2.659 -2.546 -3.248 0.001
C 1.767 -3.486 -2.730 0.071
H 2.261 -1.672 -3.777 0.690
C 4.027 -2.770 -3.127 -0.883
H 0.112 -4.519 -3.418 0.299
C 2.251 -4.487 -1.861 -0.424
H 4.727 -2.080 -3.591 0.354
C 4.520 -3.868 -2.398 -0.502
C 3.606 -4.705 -1.752 -0.494
H 1.509 -5.066 -1.293 0.256
H 5.582 -4.088 -2.363 0.394
H 3.959 -5.542 -1.111 0.315
Si 0.953 0.714 -0.206 0.598
Cl -0.964 0.873 -1.015 -0.439
C 2.044 0.724 -1.757 -1.183
C 1.229 -1.015 0.473 -0.127
C 0.673 1.742 1.274 -0.445
H 2.641 -0.211 -1.782 0.234
H 2.740 1.538 -1.924 0.551
H 1.451 0.715 -2.691 0.256
H 0.209 2.696 1.080 0.104
H 1.611 1.939 1.797 0.283
H -0.026 1.291 1.993 0.061
H 1.564 -1.708 -0.299 -0.041
H 0.281 -1.416 0.862 -0.137
H 1.936 -1.031 1.302 0.186
Cl -1.961 1.986 7.758 -0.236
C -2.428 2.732 6.294 0.368
C -2.817 4.077 6.261 -0.345
C -3.182 4.648 5.028 -0.452
C -3.084 3.852 3.876 -0.184
N -2.688 2.585 3.916 -0.331
C -2.400 2.001 5.068 -0.322
H -2.840 4.636 7.186 0.401
H -3.532 5.673 4.947 0.349
H -3.305 4.266 2.896 0.329
H -2.121 0.946 5.070 0.429
```

The calculation puts the HOMO-LUMO gap at 7.64 eV. Its electronic energy is -5276.3925 hartree. The calculation puts the LUMO energy at 0.08181 hartree. The total charge is -1.

---

This record from the Open Molecules 2025 dataset describes a gas-phase ion, C23H26FN2O3 (charge +1). The level of theory is ωB97M-V with the def2-TZVPD basis set.

```
55
Properties=species:S:1:pos:R:3:nbo_charge:R:1
C 1.926 2.530 -3.021 -0.640
C 2.755 1.252 -2.946 -0.065
H 3.180 1.031 -3.928 0.208
H 3.580 1.352 -2.231 0.171
O 1.967 0.114 -2.642 -0.469
C 1.647 -0.180 -1.371 0.274
C 1.992 0.550 -0.248 -0.306
C 1.622 0.127 1.028 -0.033
C 0.890 -1.046 1.171 0.138
C 0.533 -1.797 0.054 -0.320
C 0.889 -1.379 -1.216 0.382
O 0.593 -2.003 -2.364 -0.476
C -0.205 -3.177 -2.366 -0.068
C -1.688 -2.876 -2.175 -0.641
H -1.882 -2.444 -1.195 0.203
H -2.258 -3.795 -2.273 0.229
H -2.024 -2.175 -2.933 0.224
H 0.156 -3.889 -1.615 0.174
H -0.040 -3.606 -3.357 0.210
H -0.038 -2.697 0.207 0.238
N 0.462 -1.424 2.451 -0.348
C 0.540 -2.644 3.040 -0.030
C 0.037 -2.552 4.311 -0.284
C -0.378 -1.222 4.504 -0.245
C -0.100 -0.541 3.343 0.060
C -0.428 0.849 2.918 -0.082
C -1.198 0.849 1.607 -0.042
C -0.951 1.729 0.569 -0.273
C -1.633 1.658 -0.651 0.321
C -2.612 0.670 -0.777 0.311
C -2.907 -0.180 0.274 -0.237
C -2.207 -0.099 1.459 -0.225
H -2.436 -0.775 2.266 0.236
H -3.692 -0.908 0.139 0.246
F -3.305 0.504 -1.920 -0.314
O -1.242 2.565 -1.564 -0.500
C -1.858 2.611 -2.842 -0.253
H -2.930 2.794 -2.764 0.195
H -1.385 3.447 -3.354 0.203
H -1.681 1.690 -3.401 0.191
H -0.211 2.517 0.608 0.197
H -1.046 1.315 3.694 0.256
N 0.842 1.672 2.814 -0.500
H 1.097 2.024 3.741 0.440
H 0.634 2.471 2.202 0.435
C 2.006 0.905 2.250 -0.257
H 2.351 0.224 3.033 0.247
H 2.802 1.616 2.023 0.237
H -0.833 -0.816 5.385 0.235
H -0.031 -3.346 5.025 0.242
H 0.970 -3.481 2.527 0.230
H 2.568 1.456 -0.346 0.223
H 2.575 3.375 -3.230 0.225
H 1.392 2.711 -2.091 0.208
H 1.196 2.445 -3.820 0.219
```

Its SMILES is CCOc1cc2c(cc1OCC)-n1cccc1[C@H](c1ccc(F)c(OC)c1)[NH2+]C2. The calculation puts the HOMO-LUMO gap at 7.99 eV. Its electronic energy is -1326.8783 hartree. The calculation puts the LUMO energy at -0.10434 hartree. The total charge is +1.

---

This record from the Open Molecules 2025 dataset describes C5H8O5S2 in the gas phase. The level of theory is ωB97M-V with the def2-TZVPD basis set.

```
20
Properties=species:S:1:pos:R:3:nbo_charge:R:1
C -1.102 -2.351 1.159 0.391
C -0.431 -0.389 -0.344 -0.003
C -1.016 -0.864 0.897 -0.213
C -0.313 1.747 -1.885 -0.627
C -0.827 1.097 -0.590 -0.422
O -0.679 -3.161 0.393 -0.499
O 1.881 0.992 1.031 -0.905
O 3.159 -0.944 0.644 -0.902
O 1.029 -0.559 -0.535 -0.684
O 1.027 -1.138 1.881 -0.892
S -1.857 -0.010 1.964 0.157
S 1.817 -0.559 0.794 2.581
H -1.456 -2.547 2.230 0.143
H -0.950 -1.097 -1.074 0.243
H 0.740 1.774 -2.036 0.211
H -0.563 2.771 -2.133 0.226
H -0.699 1.285 -2.719 0.210
H -1.957 1.041 -0.440 0.234
H -0.352 1.487 0.308 0.228
H 2.551 1.428 0.455 0.522
```

Its SMILES is CC[C@@H](OS(=O)(=O)O)C(=S)C=O. The calculation puts the HOMO-LUMO gap at 8.04 eV. Its electronic energy is -1367.8031 hartree. The calculation puts the LUMO energy at -0.04632 hartree. The total charge is 0.

---

Question: LUMO of number 1 (C5H40N3O12)?
Answer: -0.08378 hartree

---

Question: Which value of electronic energy does entry 2 give?
Answer: -5276.3925 hartree

---

Question: Which of these has the lowest total charge?
Answer: C25H40Cl4N3O3SiZn